{
  "formula": "C4H8ClN4O",
  "method": "ωB97M-V/def2-TZVPD",
  "largest_force_ha_per_bohr": 0.115,
  "lumo_ha": [-0.121, -0.259],
  "charge": 1,
  "energy_ev": -24795.0093,
  "multiplicity": 3,
  "elements": ["C", "C", "C", "C", "N", "N", "N", "N", "O", "Cl", "H", "H", "H", "H", "H", "H", "H", "H"],
  "coordinates": [[1.633, 0.846, 0.205], [-0.317, -2.083, 0.316], [-0.358, 0.218, -0.230], [-1.300, 1.409, -0.235], [-0.155, -1.789, -1.134], [-0.241, -0.594, -1.356], [2.247, 1.312, -0.803], [-0.577, -0.738, 0.931], [1.677, 0.470, 1.339], [-2.901, 0.831, 0.462], [-1.184, -2.783, 0.264], [0.664, -2.481, 0.595], [-1.614, 1.942, -1.091], [-0.976, 2.178, 0.521], [1.898, 1.302, -1.751], [3.315, 1.389, -0.864], [-1.618, -0.821, 0.958], [-0.192, -0.607, 1.874]],
  "forces_ev_per_angstrom": [[-1.005, 0.293, 0.721], [1.260, -0.568, -1.821], [-3.077, -1.996, -2.136], [0.352, 0.296, 3.247], [0.282, -3.863, 1.203], [-0.322, 5.925, 0.186], [4.206, 0.525, -1.263], [-1.690, -1.554, -0.713], [1.149, 0.117, 0.438], [0.092, 0.218, -0.329], [0.707, 0.478, 1.121], [-0.572, -0.298, 0.639], [0.521, -0.113, -1.514], [-0.094, -0.721, -0.707], [-0.911, -0.023, 0.141], [-1.478, -0.071, 0.531], [0.403, 0.968, 0.811], [0.177, 0.387, -0.554]]
}

---

{
  "formula": "C43H36GeN5OPdSi",
  "method": "ωB97M-V/def2-TZVPD",
  "largest_force_ha_per_bohr": 0.010,
  "lumo_ha": 0.078,
  "charge": -1,
  "energy_ev": -122551.5938,
  "relative_energy_kj_mol": 0.0,
  "elements": ["Pd", "N", "C", "C", "C", "C", "C", "C", "C", "C", "N", "C", "H", "H", "H", "H", "H", "H", "H", "H", "Ge", "C", "C", "C", "C", "C", "C", "C", "C", "C", "C", "C", "C", "H", "H", "H", "H", "H", "H", "H", "H", "H", "H", "H", "N", "C", "O", "C", "C", "N", "C", "N", "H", "H", "C", "C", "C", "C", "C", "C", "Si", "C", "C", "C", "C", "C", "C", "C", "C", "C", "C", "C", "C", "H", "H", "H", "H", "H", "H", "H", "H", "H", "H", "H", "H", "H", "H", "H"],
  "coordinates": [[0.017, -0.134, -0.412], [-1.504, 0.110, 1.518], [-1.786, 1.449, 1.728], [-2.973, 1.899, 2.253], [-3.206, 3.274, 2.452], [-2.257, 4.204, 2.138], [-1.038, 3.786, 1.552], [-0.030, 4.687, 1.142], [1.081, 4.216, 0.507], [1.187, 2.834, 0.255], [0.289, 1.962, 0.645], [-0.810, 2.414, 1.315], [-2.244, -0.544, 1.747], [-0.608, -0.219, 1.901], [-3.724, 1.173, 2.535], [-4.148, 3.588, 2.882], [-2.423, 5.259, 2.313], [-0.163, 5.747, 1.326], [1.864, 4.878, 0.166], [2.031, 2.455, -0.309], [-1.255, -1.414, -1.957], [-3.034, -1.284, -1.101], [-3.709, -2.426, -0.680], [-4.938, -2.339, -0.040], [-5.521, -1.102, 0.180], [-4.862, 0.050, -0.232], [-3.629, -0.046, -0.858], [-1.534, -0.835, -3.821], [-1.992, 0.449, -4.114], [-2.208, 0.855, -5.421], [-1.967, -0.022, -6.468], [-1.522, -1.306, -6.196], [-1.311, -1.706, -4.884], [-0.977, -2.930, -2.073], [-3.257, -3.399, -0.831], [-5.434, -3.240, 0.300], [-6.477, -1.031, 0.683], [-5.302, 1.024, -0.052], [-3.107, 0.865, -1.133], [-2.180, 1.148, -3.308], [-2.557, 1.860, -5.625], [-2.126, 0.295, -7.492], [-1.332, -1.999, -7.007], [-0.958, -2.710, -4.682], [2.615, -1.565, 3.542], [1.333, -1.595, 3.029], [1.089, -0.930, 2.002], [0.371, -2.376, 3.736], [0.751, -3.103, 4.882], [1.134, -3.676, 5.812], [-0.965, -2.413, 3.289], [-2.055, -2.420, 2.907], [3.316, -1.284, 2.874], [2.881, -2.278, 4.201], [1.877, 3.736, -4.409], [0.762, 3.459, -3.633], [0.676, 2.253, -2.949], [1.693, 1.301, -3.015], [2.808, 1.606, -3.800], [2.902, 2.805, -4.491], [1.590, -0.313, -2.004], [3.279, -0.374, -1.098], [4.426, -0.828, -1.754], [5.673, -0.797, -1.143], [5.803, -0.313, 0.149], [4.676, 0.131, 0.825], [3.432, 0.096, 0.209], [1.801, -1.734, -3.240], [1.893, -3.037, -2.742], [2.104, -4.117, -3.584], [2.231, -3.914, -4.953], [2.140, -2.631, -5.467], [1.923, -1.554, -4.616], [1.948, 4.674, -4.947], [-0.043, 4.179, -3.562], [-0.195, 2.041, -2.340], [3.626, 0.898, -3.863], [3.779, 3.016, -5.092], [4.348, -1.226, -2.759], [6.544, -1.159, -1.678], [6.774, -0.290, 0.629], [4.763, 0.506, 1.839], [2.560, 0.394, 0.773], [1.789, -3.206, -1.676], [2.166, -5.118, -3.176], [2.395, -4.756, -5.614], [2.227, -2.466, -6.534], [1.832, -0.559, -5.036]],
  "forces_ev_per_angstrom": [[-0.490, 0.063, 0.014], [0.253, -0.012, -0.392], [0.055, 0.028, -0.047], [0.010, -0.030, 0.017], [0.032, 0.010, -0.010], [-0.002, -0.003, 0.009], [0.018, -0.047, -0.035], [-0.005, -0.008, 0.008], [-0.004, 0.046, -0.008], [-0.041, 0.003, 0.057], [0.222, 0.016, -0.092], [-0.104, -0.079, 0.013], [0.021, 0.072, 0.035], [-0.047, 0.018, 0.058], [-0.023, -0.008, 0.016], [-0.011, 0.003, 0.006], [-0.008, 0.031, 0.001], [0.003, 0.005, -0.005], [0.007, -0.002, -0.005], [0.011, -0.038, 0.030], [0.117, 0.040, 0.257], [0.036, 0.025, -0.084], [0.038, -0.006, 0.020], [-0.028, -0.041, 0.021], [-0.049, 0.014, 0.025], [-0.016, 0.029, -0.006], [0.039, 0.011, -0.028], [-0.005, 0.038, 0.080], [0.035, -0.025, 0.008], [-0.008, 0.045, -0.006], [-0.008, 0.015, -0.056], [0.009, -0.050, -0.025], [0.001, -0.039, 0.036], [-0.023, -0.048, -0.021], [0.002, -0.039, -0.009], [-0.006, -0.009, 0.001], [-0.002, -0.003, 0.001], [-0.004, 0.009, 0.004], [-0.013, 0.011, -0.002], [-0.009, 0.036, 0.014], [-0.007, 0.024, -0.002], [-0.006, 0.003, -0.011], [0.006, -0.008, -0.012], [0.035, -0.032, -0.013], [-0.065, 0.008, -0.115], [0.297, 0.001, -0.108], [-0.202, -0.011, 0.296], [-0.102, -0.008, 0.055], [-0.027, 0.027, -0.010], [0.024, -0.046, 0.048], [0.231, -0.060, 0.081], [-0.228, -0.085, -0.021], [-0.021, 0.002, 0.004], [0.001, -0.017, 0.010], [0.000, 0.040, -0.025], [-0.050, 0.013, -0.006], [0.057, -0.010, -0.056], [-0.086, -0.044, 0.045], [0.023, 0.029, 0.034], [0.040, -0.014, -0.022], [0.206, 0.108, -0.068], [-0.087, 0.005, -0.001], [0.025, 0.001, 0.020], [0.024, -0.026, -0.062], [0.030, 0.013, 0.046], [0.009, 0.017, 0.032], [0.025, -0.018, -0.049], [-0.060, 0.049, 0.011], [-0.006, 0.011, -0.033], [0.002, -0.028, 0.022], [0.003, -0.029, -0.025], [-0.009, 0.033, -0.033], [-0.004, -0.017, -0.011], [-0.003, 0.007, 0.002], [-0.018, 0.018, 0.003], [-0.049, 0.005, 0.053], [0.041, -0.023, -0.008], [0.003, -0.002, -0.002], [-0.006, -0.027, -0.035], [0.003, -0.002, -0.001], [-0.001, 0.002, 0.000], [0.000, 0.007, 0.014], [-0.051, 0.050, 0.052], [-0.001, -0.017, 0.038], [0.002, -0.022, 0.013], [0.005, -0.018, -0.014], [0.000, 0.002, -0.016], [-0.008, 0.012, -0.018]]
}

---

{
  "formula": "C24H40BN7O2RuS3",
  "method": "ωB97M-V/def2-TZVPD",
  "largest_force_ha_per_bohr": 0.002,
  "lumo_ha": [-0.289, -0.294],
  "charge": 2,
  "energy_ev": -75818.6118,
  "relative_energy_kj_mol": 17.2,
  "elements": ["Ru", "C", "C", "C", "C", "N", "C", "C", "N", "B", "N", "C", "C", "N", "C", "S", "C", "C", "C", "C", "N", "C", "C", "N", "C", "S", "C", "C", "C", "C", "C", "S", "H", "H", "H", "H", "H", "H", "H", "H", "H", "H", "H", "H", "H", "H", "H", "H", "H", "H", "H", "H", "H", "H", "H", "H", "H", "H", "H", "H", "H", "H", "H", "H", "H", "H", "N", "C", "C", "C", "O", "O", "H", "H", "H", "H", "H", "H"],
  "coordinates": [[-0.224, -0.246, 0.092], [1.672, -3.539, 2.163], [1.462, -2.912, 3.537], [2.346, -3.587, 4.582], [0.004, -3.008, 3.983], [1.893, -1.459, 3.426], [3.155, -1.021, 3.747], [3.242, 0.282, 3.389], [2.043, 0.652, 2.838], [1.919, 2.065, 2.178], [2.611, 2.097, 0.798], [3.246, 3.250, 0.387], [3.749, 3.033, -0.844], [3.422, 1.739, -1.202], [2.720, 1.192, -0.193], [2.088, -0.437, -0.162], [3.799, 1.099, -2.521], [4.635, -0.149, -2.248], [2.520, 0.783, -3.298], [4.640, 2.085, -3.323], [0.453, 2.627, 2.159], [-0.041, 3.212, 3.298], [-1.265, 3.705, 3.018], [-1.537, 3.426, 1.694], [-0.484, 2.741, 1.196], [-0.261, 2.051, -0.396], [-2.802, 3.986, 1.069], [-3.986, 3.331, 1.776], [-2.787, 5.497, 1.306], [-2.890, 3.741, -0.430], [1.249, -0.426, 2.861], [-0.387, -0.403, 2.231], [1.390, -4.591, 2.202], [2.717, -3.470, 1.860], [1.046, -3.064, 1.407], [1.967, -4.595, 4.740], [2.318, -3.064, 5.539], [3.379, -3.693, 4.252], [-0.177, -4.025, 4.328], [-0.693, -2.831, 3.167], [-0.213, -2.334, 4.813], [3.880, -1.649, 4.228], [4.054, 0.980, 3.498], [2.530, 2.807, 2.890], [3.306, 4.118, 1.020], [4.322, 3.683, -1.474], [4.089, -0.908, -1.692], [5.548, 0.101, -1.707], [4.919, -0.585, -3.205], [1.952, -0.013, -2.824], [2.784, 0.455, -4.303], [1.893, 1.672, -3.387], [5.550, 2.370, -2.796], [4.080, 2.979, -3.602], [4.939, 1.590, -4.245], [0.535, 3.261, 4.206], [-1.944, 4.255, 3.641], [-3.989, 3.525, 2.848], [-3.994, 2.249, 1.625], [-4.912, 3.731, 1.364], [-2.815, 5.758, 2.363], [-3.669, 5.934, 0.839], [-1.904, 5.952, 0.856], [-2.988, 2.688, -0.684], [-2.041, 4.155, -0.970], [-3.788, 4.249, -0.781], [-2.428, -0.070, 0.070], [-3.278, -1.275, 0.246], [-2.829, -2.365, -0.719], [-1.447, -2.810, -0.328], [-1.191, -3.804, 0.279], [-0.426, -1.950, -0.666], [-2.698, 0.639, 0.748], [-2.633, 0.344, -0.838], [-4.325, -1.021, 0.080], [-3.174, -1.616, 1.277], [-2.837, -1.996, -1.746], [-3.496, -3.220, -0.643]],
  "forces_ev_per_angstrom": [[0.032, 0.005, 0.110], [-0.021, 0.000, 0.016], [-0.020, 0.015, 0.007], [0.013, -0.029, -0.026], [0.009, -0.005, 0.023], [0.049, 0.007, 0.010], [-0.022, 0.013, 0.039], [0.007, -0.002, -0.004], [-0.020, 0.009, 0.060], [0.012, -0.015, -0.043], [0.011, 0.025, 0.022], [0.018, -0.005, 0.000], [-0.006, -0.035, 0.003], [0.002, 0.044, -0.025], [-0.023, -0.020, -0.005], [-0.090, 0.010, 0.027], [-0.042, -0.063, 0.025], [-0.002, -0.033, -0.072], [0.005, -0.011, 0.052], [0.015, 0.049, 0.004], [-0.047, -0.013, 0.015], [0.047, -0.006, -0.002], [-0.041, -0.002, -0.011], [0.005, -0.002, 0.019], [0.036, -0.015, -0.011], [0.019, 0.035, -0.112], [0.001, -0.003, -0.013], [-0.005, 0.008, 0.006], [0.003, 0.001, 0.005], [0.002, -0.005, 0.001], [-0.004, -0.009, -0.087], [-0.015, -0.065, 0.043], [0.002, 0.002, -0.001], [-0.003, -0.003, -0.008], [0.012, -0.021, -0.003], [-0.007, 0.002, 0.002], [-0.010, -0.011, 0.005], [0.005, 0.036, -0.004], [-0.002, -0.002, -0.001], [-0.002, 0.017, 0.007], [0.004, 0.003, -0.005], [0.001, -0.007, -0.005], [-0.001, 0.000, -0.002], [0.005, 0.008, 0.000], [-0.006, 0.004, -0.005], [0.008, -0.001, -0.018], [0.016, 0.020, -0.024], [-0.006, 0.032, 0.009], [0.026, -0.012, 0.009], [-0.028, -0.005, -0.034], [0.031, -0.001, 0.009], [0.021, 0.015, -0.001], [0.005, 0.003, -0.017], [0.000, 0.005, 0.023], [-0.001, -0.002, -0.002], [-0.002, 0.000, 0.000], [-0.002, -0.002, -0.001], [0.004, 0.003, -0.001], [-0.002, -0.001, -0.006], [0.000, -0.002, 0.002], [-0.003, 0.000, 0.000], [0.000, -0.001, 0.001], [0.000, 0.000, -0.002], [-0.005, 0.001, 0.001], [-0.002, 0.004, 0.001], [0.001, 0.001, -0.001], [0.038, 0.019, 0.023], [0.020, -0.038, -0.017], [-0.031, 0.020, 0.032], [0.044, -0.008, -0.024], [-0.003, -0.007, -0.037], [-0.057, 0.042, 0.045], [-0.005, 0.000, -0.001], [-0.003, 0.003, 0.002], [-0.003, -0.002, -0.007], [0.001, 0.007, 0.001], [0.002, -0.008, -0.010], [0.007, -0.001, -0.013]]
}